1.
A 3-piece molecular cluster, C35H59BF4N8O3S2 overall in a non-equilibrium geometry. Source: OMol25; level of theory: ωB97M-V/def2-TZVPD.

Computed properties:
HOMO	-8.064	eV
HOMO-LUMO gap	8.4	eV
LUMO level	0.320	eV

The geometry in ORCA input format:
```
! RIJCOSX wB97M-V def2-TZVPD def2/J DEFGRID3
* xyz 0 1
C -2.39 7.22 4.66
C -2.61 6.38 3.38
C -1.35 5.65 2.89
C -1.54 4.13 2.70
C -1.07 3.59 1.33
C -1.87 2.35 0.95
C -1.14 1.39 -0.01
C -0.85 0.04 0.61
C -1.87 -0.80 1.10
C -3.33 -0.42 0.96
C -4.26 -1.57 0.56
C -4.19 -2.00 -0.94
N -3.02 -1.59 -1.71
C -1.54 -2.02 1.69
C -0.23 -2.44 1.79
C 0.80 -1.65 1.31
C 0.47 -0.43 0.70
S 1.81 0.52 0.01
C 2.79 -0.83 -0.61
C 2.85 -1.98 0.17
C 3.61 -3.06 -0.27
C 4.30 -3.01 -1.48
C 5.08 -4.23 -1.89
F 6.25 -3.90 -2.47
F 5.39 -4.96 -0.77
C 4.31 -5.20 -2.79
F 5.10 -6.28 -3.01
F 3.22 -5.62 -2.11
C 4.24 -1.85 -2.26
B 4.99 -1.74 -3.65
N 4.81 -2.78 -4.69
O 5.83 -0.69 -3.91
C 3.49 -0.75 -1.82
C 3.38 0.50 -2.64
S 2.44 0.27 -4.17
C 0.84 -0.45 -3.66
C 0.90 -1.96 -3.50
N 2.17 -2.11 1.43
C 2.94 -1.39 2.48
C 2.85 -1.97 3.89
N 2.50 -0.90 4.82
N 4.19 -2.45 4.28
N 1.84 -3.03 3.98
H -1.37 7.56 4.76
H -3.03 8.10 4.64
H -2.68 6.66 5.54
H -3.40 5.68 3.59
H -2.98 7.04 2.61
H -0.59 5.79 3.66
H -0.95 6.11 2.00
H -2.60 3.91 2.77
H -1.07 3.57 3.50
H -1.23 4.39 0.61
H -0.01 3.37 1.41
H -2.08 1.81 1.87
H -2.84 2.66 0.57
H -0.22 1.83 -0.35
H -1.75 1.20 -0.89
H -3.71 -0.02 1.90
H -3.47 0.37 0.24
H -5.27 -1.22 0.74
H -4.15 -2.45 1.18
H -4.19 -3.09 -0.97
H -5.07 -1.69 -1.48
H -2.89 -0.59 -1.73
H -2.18 -2.05 -1.38
H -2.31 -2.67 2.07
H 0.01 -3.38 2.25
H 3.60 -3.94 0.35
H 4.03 -4.76 -3.73
H 5.68 -3.09 -5.09
H 4.14 -2.53 -5.41
H 5.97 -0.66 -4.86
H 4.37 0.81 -2.97
H 2.96 1.33 -2.10
H 0.51 0.05 -2.76
H 0.18 -0.20 -4.48
H -0.11 -2.36 -3.38
H 1.49 -2.26 -2.64
H 1.32 -2.41 -4.39
H 2.71 -0.33 2.50
H 3.99 -1.46 2.20
H 1.73 -0.37 4.41
H 2.14 -1.29 5.68
H 4.15 -2.71 5.26
H 4.36 -3.31 3.78
H 2.08 -3.83 3.41
H 1.70 -3.30 4.94
C -5.86 0.46 5.13
O -5.33 1.00 4.18
N -5.64 -0.82 5.50
C -6.30 -1.43 6.64
C -4.70 -1.60 4.71
H -6.59 0.98 5.78
H -5.56 -1.75 7.37
H -6.89 -2.29 6.32
H -6.96 -0.70 7.11
H -3.73 -1.12 4.72
H -5.05 -1.65 3.68
H -4.62 -2.61 5.12
C 0.79 2.36 -6.49
O 0.25 2.72 -5.46
N 0.70 3.02 -7.66
C 1.36 2.55 -8.86
C -0.09 4.24 -7.71
H 1.41 1.45 -6.55
H 2.06 3.30 -9.22
H 0.63 2.35 -9.64
H 1.91 1.64 -8.65
H 0.30 4.98 -7.01
H -1.13 4.03 -7.43
H -0.07 4.64 -8.72
*
```


2.
A 3-piece molecular cluster, C35H59F16IN5O4S overall in a non-equilibrium geometry. Source: OMol25; level of theory: ωB97M-V/def2-TZVPD.

Computed properties:
HOMO	-11.368	eV
HOMO-LUMO gap	7.7	eV
LUMO level	-3.714	eV
energy above the lowest of the compared OMol25 structures with the same formula, charge and spin	207.4	kcal per mole

The geometry in ORCA input format:
```
! RIJCOSX wB97M-V def2-TZVPD def2/J DEFGRID3
* xyz 1 1
C 6.48 0.45 -0.59
O 6.09 -0.90 -1.03
C 4.76 -1.29 -0.51
C 3.70 -1.73 -1.72
C 3.69 -0.68 -2.98
C 2.46 0.44 -2.90
C 2.70 1.64 -4.00
C 2.69 3.16 -3.38
C 2.05 4.21 -4.51
C 1.06 5.34 -3.77
C -0.34 4.57 -3.45
C -1.37 5.44 -2.46
C -2.87 4.78 -2.41
C -3.08 3.53 -1.39
I -1.31 2.89 -0.29
C -4.25 3.96 -0.32
N -4.69 2.87 0.63
C -4.69 1.49 0.02
N -5.40 0.46 0.66
C -6.20 0.61 1.93
C -5.45 -0.39 3.05
C -3.83 -0.04 3.08
N -3.09 -0.90 4.13
N -3.94 1.05 -1.22
C -3.67 2.19 -2.18
S -2.29 1.66 -3.37
C -5.05 2.47 -3.02
C -5.61 1.14 -3.83
C -6.65 0.21 -2.96
C -5.89 -1.25 -2.74
N -6.11 -2.21 -3.93
C -4.79 -2.96 -4.16
C -3.74 -2.65 -5.38
O -4.51 -3.97 -3.32
H 7.20 0.36 0.34
H 5.57 1.19 -0.42
H 7.11 0.93 -1.49
H 4.22 -0.45 0.11
H 4.92 -2.23 0.20
H 2.65 -1.91 -1.23
H 4.08 -2.80 -2.08
H 3.61 -1.34 -3.97
H 4.71 -0.08 -3.08
H 1.49 -0.15 -3.24
H 2.26 0.81 -1.80
H 1.95 1.45 -4.88
H 3.79 1.46 -4.45
H 3.76 3.57 -3.11
H 2.06 3.21 -2.37
H 1.33 3.53 -5.18
H 2.88 4.70 -5.18
H 0.83 6.14 -4.62
H 1.59 5.80 -2.83
H -0.09 3.50 -3.03
H -0.95 4.41 -4.46
H -1.49 6.48 -3.02
H -0.90 5.70 -1.42
H -3.60 5.66 -2.06
H -3.19 4.57 -3.53
H -5.22 4.35 -0.87
H -3.84 4.88 0.31
H -5.67 3.16 0.92
H -5.39 -0.51 0.23
H -7.29 0.14 1.81
H -6.19 1.67 2.42
H -5.87 -0.02 4.10
H -5.69 -1.53 2.87
H -3.61 1.09 3.34
H -3.28 -0.26 2.06
H -2.74 -1.74 3.58
H -3.81 -1.21 4.83
H -3.09 0.49 -1.00
H -1.30 0.93 -2.69
H -4.94 3.32 -3.85
H -5.91 2.85 -2.31
H -4.76 0.44 -4.24
H -6.19 1.55 -4.78
H -7.61 0.05 -3.65
H -6.88 0.78 -1.97
H -4.71 -1.14 -2.66
H -6.28 -1.70 -1.72
H -6.76 -2.97 -3.58
H -4.13 -3.10 -6.40
H -2.72 -3.23 -5.15
H -3.48 -1.50 -5.47
C 0.55 0.15 9.16
C -0.32 1.38 9.49
C -1.51 1.10 10.40
F -2.37 0.20 9.87
F -2.23 2.23 10.61
F -0.70 1.98 8.33
F 0.49 2.28 10.13
O 0.27 -0.51 7.92
C -0.81 -1.43 7.95
C -2.01 -0.98 7.10
F -2.46 0.25 7.47
F -3.06 -1.83 7.25
F -1.14 -1.69 9.24
F -0.32 -2.60 7.45
H 1.58 0.52 9.04
H 0.61 -0.56 10.00
H -1.19 0.73 11.38
H -1.74 -0.94 6.04
C 7.89 -4.54 -1.68
C 6.94 -5.67 -1.24
C 6.57 -5.66 0.24
F 7.64 -5.78 1.05
F 5.75 -6.71 0.53
F 7.47 -6.86 -1.61
F 5.79 -5.53 -1.97
O 9.29 -4.87 -1.73
C 9.98 -4.81 -0.49
C 10.45 -6.18 0.01
F 9.43 -7.07 0.10
F 11.01 -6.09 1.25
F 9.20 -4.16 0.42
F 11.05 -4.00 -0.70
H 7.63 -4.30 -2.71
H 7.71 -3.61 -1.13
H 6.03 -4.74 0.50
H 11.20 -6.60 -0.68
*
```